(1)
This record from the OMol25 dataset describes one molecule with the formula C3H7NO in a non-equilibrium geometry. The level of theory is the ωB97M-V functional and the def2-TZVPD basis.

Atoms and positions in Å:
C 0.39401 0.40203 0.14942
C 0.17422 -0.33280 -1.14520
C -0.47029 -0.82417 0.10597
H 0.17538 2.39529 -0.27161
H -0.24900 2.00805 1.29401
H 1.38489 0.24118 0.59400
H 0.97459 -0.95963 -1.52939
H -0.45567 0.13591 -1.91137
H -1.53333 -0.63870 0.22037
H -0.16603 -2.06640 1.56924
N -0.25585 1.67108 0.32034
O 0.02708 -2.03183 0.60420

The total energy comes out at -6760.8827 eV. The calculation puts the largest force on an atom at 1.11 eV/A. The SMILES is N[C@@H]1C[C@H]1O. For the relative energy (zero: lowest compared OMol25 entry of this formula, charge and spin), the calculation gives 1.868 eV. The HOMO-LUMO gap is 10.13 eV.



(2)
This record from the OMol25 dataset describes one molecule with the formula C3H7NO in a non-equilibrium geometry. The level of theory is the ωB97M-V functional and the def2-TZVPD basis.

Atoms and positions in Å:
C -0.30669 -0.25028 1.58521
C -0.39127 0.49480 0.25593
C 0.68060 0.04823 -0.68615
N 0.20338 -0.34391 -1.94696
O 1.92067 0.10077 -0.47919
H 0.56762 0.06225 2.08735
H -1.22091 -0.08533 2.25812
H -0.03036 -1.22472 1.39695
H -0.25510 1.57539 0.48151
H -1.40223 0.39924 -0.04221
H -0.67192 -0.45867 -2.31118
H 0.90622 -0.31778 -2.59937

The total energy comes out at -6761.9297 eV. The calculation puts the largest force on an atom at 3.96 eV/A. The SMILES is CCC(N)=O. For the relative energy (zero: lowest compared OMol25 entry of this formula, charge and spin), the calculation gives 0.821 eV. The HOMO-LUMO gap is 10.95 eV.



(3)
This record from the OMol25 dataset describes one molecule with the formula C3H7NO. The level of theory is the ωB97M-V functional and the def2-TZVPD basis.

Atoms and positions in Å:
C 0.18631 1.55622 -1.01536
N -0.02247 0.69047 0.12589
C -0.43795 -0.60028 -0.06778
O -0.99797 -0.96291 -1.08704
C -0.07048 -1.54467 1.05713
H 1.10970 1.29360 -1.54715
H 0.24600 2.59726 -0.69101
H -0.64955 1.43134 -1.70237
H 0.51193 0.88307 0.95909
H 1.00250 -1.75496 0.97890
H -0.61964 -2.47885 0.94581
H -0.25839 -1.11029 2.04388

The total energy comes out at -6762.4735 eV. The calculation puts the largest force on an atom at 0.35 eV/A. The SMILES is CNC(C)=O. For the relative energy (zero: lowest compared OMol25 entry of this formula, charge and spin), the calculation gives 0.277 eV. The HOMO-LUMO gap is 10.51 eV.



(4)
This record from the OMol25 dataset describes one molecule with the formula C3H7NO in a non-equilibrium geometry. The level of theory is the ωB97M-V functional and the def2-TZVPD basis.

Atoms and positions in Å:
C 0.50960 -0.21049 0.03599
C -0.73246 -0.62273 -0.66089
C 0.41686 1.11008 0.82715
N 1.71048 -0.77064 -0.20666
O 2.92312 -0.65168 0.17345
H -0.46535 -1.40212 -1.50057
H -1.21425 0.15403 -1.06559
H -1.33322 -1.18728 -0.10668
H 1.48023 1.30334 1.02989
H -0.26957 1.01941 1.62416
H -0.16476 1.67493 0.20064
H 1.51839 -1.47692 -0.85354

The total energy comes out at -6755.9891 eV. The multiplicity is 3. The calculation puts the largest force on an atom at 7.34 eV/A. For the relative energy (zero: lowest compared OMol25 entry of this formula, charge and spin), the calculation gives 1.313 eV. The HOMO-LUMO gap (spin up / spin down) is 6.65 / 9.32 eV.



Which formula does entry 2 have?
C3H7NO



Among the records above, which one has the lowest relative energy (zero: lowest compared OMol25 entry of this formula, charge and spin)?
number 3



Repeat the second record exactly.
This record from the OMol25 dataset describes one molecule with the formula C3H7NO in a non-equilibrium geometry. The level of theory is the ωB97M-V functional and the def2-TZVPD basis.

Atoms and positions in Å:
C -0.30669 -0.25028 1.58521
C -0.39127 0.49480 0.25593
C 0.68060 0.04823 -0.68615
N 0.20338 -0.34391 -1.94696
O 1.92067 0.10077 -0.47919
H 0.56762 0.06225 2.08735
H -1.22091 -0.08533 2.25812
H -0.03036 -1.22472 1.39695
H -0.25510 1.57539 0.48151
H -1.40223 0.39924 -0.04221
H -0.67192 -0.45867 -2.31118
H 0.90622 -0.31778 -2.59937

The total energy comes out at -6761.9297 eV. The calculation puts the largest force on an atom at 3.96 eV/A. The SMILES is CCC(N)=O. For the relative energy (zero: lowest compared OMol25 entry of this formula, charge and spin), the calculation gives 0.821 eV. The HOMO-LUMO gap is 10.95 eV.



What is the formula in the second record?
C3H7NO